C4H10S | ωB97M-V/def2-TZVPD

The geometry in XYZ format:
```
15
Properties=species:S:1:pos:R:3:forces:R:3
C -0.3096 -0.2538 -1.9878 -0.5 -0.7 0.1
C 0.6857 0.9803 -1.7758 2.1 1.3 0.3
C 1.4675 -0.1923 -1.4692 0.5 3.2 -0.1
S -0.4805 -0.0468 1.0622 0.7 0.0 0.2
C -0.6958 -0.3874 2.8546 -1.1 1.0 -0.3
H -0.2071 -0.7367 -2.9673 0.3 0.1 0.3
H -1.2678 0.2974 -2.0798 0.4 0.2 0.5
H -0.6035 -0.8852 -1.1284 0.2 -0.3 0.4
H 0.6240 1.5753 -2.6999 0.8 -0.9 0.0
H 0.7906 1.7089 -0.9257 -1.8 -1.2 -0.2
H 1.7428 -0.2549 -0.4043 -1.3 -0.7 -0.2
H 2.2255 -0.5667 -2.1266 -0.7 -1.1 -1.1
H 0.0475 -0.9408 3.4307 0.2 0.1 -0.4
H -1.6334 -0.9281 2.8560 -0.1 -0.3 0.5
H -0.9166 0.5993 3.3192 0.4 -0.7 0.0
```
Forces are in eV/Å.

The calculation puts the HOMO-LUMO gap at 4.591 eV. Its spin multiplicity is 1. For the lowest unoccupied orbital energy, the calculation gives -1.6 eV. The energy is -15139.505 eV. The molar mass comes out at 90.19 g/mol. For the HOMO energy, the calculation gives -6.18 eV.